Record 1
The following is a DFT calculation (wB97M-V/def2-TZVPD) of 4 unconnected molecules or ions with the total composition C39H39F3N5O3.

The geometry in XYZ format:
```
89
Properties=species:S:1:pos:R:3:mulliken_charge:R:1
O 2.066 -0.501 2.482 -0.608
C 1.634 0.633 2.613 0.014
C 0.192 0.784 3.093 -0.995
C -0.686 1.699 2.217 -1.021
C -1.164 1.023 0.889 0.524
O -0.548 -0.181 0.510 -0.203
C -1.183 -1.299 1.001 0.563
O -1.878 -1.297 1.991 -0.607
C -0.913 -2.553 0.217 0.233
C -1.542 -2.851 -0.970 -0.313
C -1.181 -4.011 -1.609 -0.472
C -0.218 -4.841 -1.099 -0.514
C 0.403 -4.551 0.100 -0.762
C 0.040 -3.392 0.743 -0.418
C -0.659 2.000 -0.237 -0.295
C -1.527 1.390 -1.405 -0.889
C -2.840 1.366 -0.648 -0.105
N -2.626 1.167 0.607 0.410
C -3.757 1.153 1.552 -1.000
C -4.691 -0.062 1.398 -0.640
C -5.645 0.014 0.231 -0.042
F -5.537 -0.974 -0.686 -0.196
C -6.551 0.954 -0.004 0.575
F -6.649 2.095 0.641 -0.222
F -7.429 0.802 -0.969 -0.213
N 2.502 1.733 2.357 -0.141
C 2.851 1.888 0.969 0.299
C 3.469 0.894 0.246 -0.209
C 3.743 1.109 -1.088 -0.758
C 3.410 2.293 -1.708 -0.518
C 2.815 3.282 -0.961 -0.772
C 2.535 3.098 0.375 -0.191
H -0.210 -0.214 3.256 0.303
H 0.244 1.256 4.090 0.673
H -0.079 2.571 1.953 0.352
H -1.530 2.109 2.784 0.656
H -2.291 -2.194 -1.405 0.413
H -1.650 -4.249 -2.558 0.469
H 0.067 -5.736 -1.646 0.406
H 1.171 -5.182 0.531 0.427
H 0.546 -3.154 1.677 0.483
H 0.360 1.696 -0.485 -0.148
H -0.850 3.047 -0.018 0.447
H -1.162 0.469 -1.854 0.340
H -1.598 2.196 -2.148 0.529
H -3.844 1.527 -1.035 0.632
H -3.433 1.181 2.594 0.404
H -4.335 2.072 1.411 0.668
H -5.305 -0.094 2.308 0.446
H -4.175 -1.024 1.348 0.289
H 2.014 2.564 2.685 0.374
H 3.698 -0.038 0.751 0.544
H 4.232 0.337 -1.675 0.420
H 3.623 2.433 -2.763 0.501
H 2.560 4.246 -1.397 0.422
H 2.068 3.898 0.948 0.404
N 2.768 1.871 7.521 -0.563
C 2.839 1.235 6.352 -0.312
C 2.709 -0.138 6.211 -0.191
C 2.499 -0.898 7.351 -0.472
C 2.425 -0.257 8.576 -0.302
C 2.563 1.124 8.605 -0.237
H 3.009 1.869 5.487 0.515
H 2.773 -0.599 5.234 0.437
H 2.394 -1.973 7.284 0.392
H 2.262 -0.812 9.489 0.368
H 2.509 1.668 9.541 0.368
N -3.672 -3.552 -3.734 -0.430
C -4.630 -2.771 -3.234 -0.069
C -5.977 -3.094 -3.247 -0.520
C -6.355 -4.300 -3.814 -0.257
C -5.378 -5.127 -4.341 -0.466
C -4.058 -4.709 -4.275 -0.166
H -4.290 -1.835 -2.803 0.404
H -6.709 -2.420 -2.823 0.392
H -7.398 -4.590 -3.846 0.378
H -5.632 -6.075 -4.794 0.379
H -3.260 -5.326 -4.672 0.363
N 5.511 3.436 -4.632 -0.490
C 5.066 3.168 -5.861 -0.141
C 5.767 2.413 -6.788 -0.416
C 7.003 1.907 -6.422 -0.160
C 7.485 2.173 -5.151 -0.464
C 6.703 2.937 -4.299 -0.123
H 4.096 3.587 -6.105 0.352
H 5.354 2.227 -7.770 0.354
H 7.582 1.313 -7.117 0.367
H 8.446 1.797 -4.827 0.363
H 7.039 3.169 -3.294 0.378
```

## Properties
Orbital gap in eV: 6.8
Net charge: +1
Spin multiplicity: 1
HOMO level in eV: -11.074

Record 2
The following is a DFT calculation (wB97M-V/def2-TZVPD) of a molecular structure, C7H8S.

The geometry in XYZ format:
```
16
Properties=species:S:1:pos:R:3:nbo_charge:R:1
C -0.213 0.102 0.369 -0.044
C -0.091 1.229 1.016 0.055
C -1.148 -1.013 0.130 -0.458
C 1.579 1.384 -0.916 -0.392
C -2.596 -0.632 0.354 -0.580
C 1.361 0.195 0.023 -0.198
C 1.242 1.729 0.521 -0.266
S -2.891 0.986 -0.350 0.032
H -0.948 -1.304 -0.826 0.227
H -0.633 -1.843 0.794 0.221
H 2.689 1.563 -1.086 0.230
H 0.907 1.517 -1.796 0.238
H -3.401 -1.209 -0.051 0.246
H -2.873 -0.517 1.456 0.222
H 1.868 -0.612 0.475 0.238
H 1.915 2.292 1.152 0.231
```

## Properties
Orbital gap (alpha / beta) in eV: 8.4 / 6.2
Spin multiplicity: 1
HOMO level (alpha / beta) in eV: -8.620 / -7.555

Record 3
The following is a DFT calculation (wB97M-V/def2-TZVPD) of a gas-phase ion, C5H11N2O3 (charge +1).

The geometry in XYZ format:
```
21
Properties=species:S:1:pos:R:3:nbo_charge:R:1
C -2.387 0.125 1.460 -0.247
O -1.108 0.619 2.244 -0.439
C -0.085 1.048 1.587 0.573
N 0.222 0.794 0.301 -0.572
C 1.507 1.083 -0.168 -0.247
C 1.990 -0.077 -1.159 -0.045
O 1.537 -1.392 -0.576 -0.541
C 0.385 -1.915 -1.036 0.919
N 0.371 -3.160 -1.557 -0.783
O -0.601 -1.289 -0.912 -0.629
H -2.048 -0.533 0.608 0.217
H -2.691 1.050 1.011 0.222
H -2.886 -0.434 2.265 0.246
H 0.573 1.646 2.046 0.177
H -0.156 -0.165 -0.256 0.447
H 2.207 1.290 0.646 0.211
H 1.462 1.928 -0.874 0.221
H 1.438 0.078 -2.044 0.203
H 2.977 0.046 -1.103 0.220
H -0.530 -3.612 -1.404 0.424
H 1.256 -3.677 -1.283 0.425
```

## Properties
Orbital gap in eV: 11.3
Net charge: +1
SMILES string: CO/C=[NH+]/CCOC(N)=O
Spin multiplicity: 1
HOMO level in eV: -14.510

Record 4
The following is a DFT calculation (wB97M-V/def2-TZVPD) of a single CH3I2P molecule.

The geometry in XYZ format:
```
7
Properties=species:S:1:pos:R:3:nbo_charge:R:1
C 0.775 0.003 0.451 -0.858
P -0.849 -0.850 -0.354 0.368
I -2.590 0.309 0.767 -0.075
I -0.736 0.148 -2.562 -0.104
H 1.682 0.141 -0.248 0.237
H 1.162 -0.669 1.073 0.211
H 0.556 0.918 0.873 0.221
```

## Properties
Orbital gap in eV: 8.6
SMILES string: CP(I)I
Spin multiplicity: 1
HOMO level in eV: -8.929

The evaluated total energy for the records listed, in turn: -62812.664 -18216.792 -14477.991 -26576.080 eV.
The evaluated relative energy (zero: lowest compared OMol25 entry of this formula, charge and spin) for the records listed, in turn: 1.240 6.521 2.006 0.727 eV.
The evaluated largest force on an atom for the records listed, in turn: 4.6 3.6 6.4 5.1 eV/A.